Computed, not measured: a structure of composition C12H26NO5P2SSn, with ωB97M-V with the def2-TZVPD basis set.

Geometry as XYZ:
```
48
Properties=species:S:1:pos:R:3:forces:R:3
Sn 0.862 0.202 0.406 1.72 1.73 0.37
P 1.278 -1.489 -1.373 1.36 -2.33 -1.33
C -0.199 -2.572 -1.276 -0.05 -0.27 0.40
C -1.203 -2.175 -0.182 0.08 -0.72 1.09
N -0.998 -1.132 0.653 -0.23 1.02 -1.62
C -1.948 -0.636 1.469 0.11 -0.89 0.43
C -3.017 -1.470 1.786 0.25 0.03 0.10
C -3.166 -2.679 1.105 -0.06 0.37 -0.14
C -2.287 -3.002 0.076 -0.27 0.28 -0.41
C -1.750 0.731 2.121 -0.41 -0.64 0.71
P -0.860 1.981 1.149 -1.19 1.67 -0.58
H -2.444 -3.841 -0.588 -0.13 -0.16 0.23
H -3.637 -1.189 2.625 -0.41 -0.01 -0.25
H -4.016 -3.320 1.322 0.21 0.02 0.05
H -2.728 1.167 2.366 0.12 -0.35 0.20
H -1.196 0.584 3.059 -0.13 0.04 -0.04
H -0.687 -2.492 -2.248 -0.24 -0.43 0.00
H 0.156 -3.615 -1.062 -0.59 0.76 -0.53
H -1.748 -0.200 -3.990 0.34 0.55 -0.42
O -2.148 -0.603 -4.773 -0.45 -0.87 1.68
H -2.669 -1.271 -4.264 0.10 0.34 -1.20
H -0.048 2.359 -3.053 0.67 0.15 0.30
O -0.676 3.014 -2.728 -1.73 -1.14 -1.93
H -1.392 2.816 -3.422 1.08 0.96 1.59
C -2.170 2.775 0.194 -0.70 0.39 0.25
H -3.005 3.073 0.851 0.14 0.08 -0.35
H -1.761 3.643 -0.337 -0.14 -0.23 0.14
H -2.539 2.067 -0.559 0.07 0.17 0.17
C -0.234 3.220 2.320 -0.27 0.23 0.52
H 0.183 4.072 1.754 -0.21 -0.44 0.20
H -1.060 3.586 2.956 0.44 -0.03 -0.13
H 0.560 2.794 2.959 -0.36 0.13 -0.30
C 2.451 -2.673 -0.542 0.26 0.10 -0.13
H 2.496 -3.583 -1.184 0.09 0.57 0.50
H 3.466 -2.242 -0.397 -0.70 -0.23 -0.15
H 2.046 -2.957 0.454 0.22 0.22 -0.57
C 1.896 -1.299 -3.089 -0.23 -0.58 -0.43
H 2.892 -0.806 -3.068 -0.65 -0.31 0.12
H 1.979 -2.299 -3.566 0.07 0.64 0.06
H 1.188 -0.671 -3.668 0.45 -0.38 0.27
C 3.665 2.136 2.254 0.10 0.03 0.39
S 3.473 0.430 1.743 -1.39 -0.43 -1.23
O 3.310 0.541 0.255 0.77 -0.40 1.15
O 4.547 -0.426 2.176 -0.90 0.82 0.14
O 2.043 0.023 2.260 2.63 0.30 0.51
H 4.726 2.408 2.153 -0.37 -0.19 0.21
H 3.300 2.205 3.285 0.40 0.05 -0.14
H 3.071 2.814 1.619 0.12 -0.63 0.08
```
Forces are in eV/Å.

Total charge: +1
LUMO (spin up / spin down) in eV: -3.44 / -3.44
Frontier orbital gap (spin up / spin down) in eV: 5.29 / 5.30

Computed, not measured: a cluster of 2 separate species, C5H6O in total, with ωB97M-V with the def2-TZVPD basis set.

Geometry as XYZ:
```
12
Properties=species:S:1:pos:R:3:forces:R:3
C 1.349 0.032 -0.832 1.11 2.74 -1.99
C 1.356 -0.731 0.184 -0.13 0.03 0.07
C 1.286 0.702 0.516 -0.38 1.56 1.45
H 1.446 0.536 -1.831 -0.29 -1.61 1.03
H 1.209 -1.663 0.616 0.12 -1.56 0.43
H 0.216 1.091 0.790 2.32 -0.28 -0.09
H 2.237 1.206 0.984 -2.08 -0.75 -0.90
C -1.545 -0.703 0.107 -2.28 3.00 -0.30
C -2.196 0.400 -0.193 0.88 -0.47 -1.21
O -2.609 1.360 -0.686 -0.52 0.48 0.49
H -1.704 -1.107 1.006 -0.27 -1.72 3.21
H -1.045 -1.122 -0.661 1.53 -1.42 -2.19
```
Forces are in eV/Å.

LUMO in eV: 0.78
Frontier orbital gap in eV: 9.91

Computed, not measured: a cluster of 10 separate species, C32H76Cl8O12 in total, with ωB97M-V with the def2-TZVPD basis set.

Geometry as XYZ:
```
128
Properties=species:S:1:pos:R:3:forces:R:3
C -2.248 -2.422 3.598 0.32 0.88 1.43
O -2.988 -1.282 4.073 -0.62 -1.05 -1.49
C -4.168 -1.145 3.288 -1.14 0.02 0.39
C -5.254 -2.285 3.426 1.76 0.90 0.37
O -5.648 -2.241 4.764 0.70 0.26 0.12
C -6.862 -2.831 4.994 -1.08 -0.59 0.77
H -1.302 -2.301 4.127 0.29 -0.36 -0.41
H -2.114 -2.413 2.517 0.01 -0.06 -0.04
H -2.698 -3.345 3.963 -0.12 -0.14 -0.27
H -3.968 -0.983 2.229 0.45 -0.21 -0.28
H -4.597 -0.210 3.650 -0.35 -0.11 0.01
H -4.838 -3.269 3.213 0.23 -0.19 -0.20
H -6.086 -2.161 2.732 -0.14 0.49 -0.09
H -6.944 -3.881 4.710 0.30 -0.27 -0.50
H -7.650 -2.279 4.481 -0.36 0.04 0.09
H -7.020 -2.864 6.072 -0.19 0.42 0.00
C 2.281 -1.027 1.308 1.03 0.74 -0.44
O 3.034 -1.265 0.089 -1.07 -1.46 0.47
C 2.477 -2.369 -0.667 0.93 0.14 -0.49
C 3.400 -2.785 -1.880 -1.16 0.72 1.91
O 4.502 -3.567 -1.467 0.22 0.14 -0.17
C 5.452 -3.711 -2.525 -0.63 0.11 0.45
H 2.466 0.036 1.460 -0.32 -0.05 0.49
H 2.625 -1.582 2.180 0.63 -0.25 -0.13
H 1.211 -1.234 1.332 -0.25 0.01 -0.95
H 1.518 -2.005 -1.036 -0.08 -0.16 -0.48
H 2.264 -3.240 -0.048 0.22 -0.10 0.33
H 3.680 -1.810 -2.280 0.43 -0.04 -0.53
H 2.775 -3.343 -2.577 -0.05 0.06 -0.28
H 6.278 -4.340 -2.193 -0.11 0.16 0.18
H 5.803 -2.722 -2.817 0.25 0.04 -0.14
H 4.982 -4.194 -3.382 -0.05 -0.06 -0.24
C 1.480 1.790 -3.780 0.08 1.23 -1.52
O 0.719 3.016 -4.200 -0.43 -1.42 0.50
C 1.211 3.767 -5.339 -0.14 -0.23 0.83
C 0.297 4.938 -5.865 0.74 -0.95 0.80
O -1.037 4.582 -6.213 1.04 0.42 -0.17
C -1.686 5.504 -7.106 -0.28 -0.78 0.60
H 1.115 1.213 -2.930 -0.88 0.91 0.15
H 2.506 2.051 -3.520 0.15 0.18 -0.19
H 1.497 1.070 -4.598 0.11 0.11 -0.29
H 1.505 3.153 -6.190 -0.21 -0.51 0.07
H 2.115 4.208 -4.919 0.31 0.58 -0.62
H 0.868 5.305 -6.718 -0.09 0.02 -0.40
H 0.374 5.734 -5.124 -0.63 0.20 0.23
H -2.672 5.048 -7.196 -0.10 0.41 -0.18
H -1.246 5.586 -8.100 0.40 -0.31 0.00
H -1.758 6.514 -6.703 -0.02 0.02 0.29
C 2.412 -2.130 -5.445 0.27 0.19 0.17
O 1.325 -1.937 -4.533 -0.16 -0.47 -0.66
C 0.079 -1.730 -5.275 0.72 0.18 1.47
C -1.146 -1.635 -4.343 0.55 -0.77 0.82
O -1.461 -2.894 -3.702 -0.41 0.92 -0.14
C -2.526 -2.723 -2.774 -0.36 -0.98 0.63
H 2.542 -1.280 -6.115 -0.17 0.28 -0.08
H 2.393 -3.019 -6.076 -0.86 -0.28 -0.05
H 3.366 -2.262 -4.934 -0.26 0.31 0.66
H 0.039 -2.529 -6.015 -0.52 0.14 -0.15
H 0.206 -0.738 -5.707 -0.35 0.00 -0.63
H -2.013 -1.188 -4.829 -0.15 -0.39 -0.67
H -0.987 -0.943 -3.516 0.70 0.33 -0.03
H -2.482 -1.873 -2.093 0.45 0.63 -0.48
H -2.551 -3.545 -2.060 0.51 -0.45 -0.26
H -3.528 -2.778 -3.199 0.02 0.41 -0.64
C 2.302 -5.054 3.077 0.68 0.83 0.25
O 1.142 -4.853 3.889 -0.03 -1.08 -2.27
C -0.016 -5.456 3.197 0.37 1.07 1.68
C -0.199 -5.264 1.697 -0.21 0.78 -0.49
O -0.182 -3.862 1.343 1.66 -1.08 1.76
C -0.617 -3.573 0.061 -0.57 -0.69 -0.12
H 2.540 -6.060 2.732 -0.60 -0.51 0.31
H 3.179 -4.739 3.642 -0.14 0.13 0.18
H 2.265 -4.440 2.177 -0.13 0.19 -0.06
H -0.806 -4.957 3.759 -0.43 -0.18 -0.38
H -0.010 -6.500 3.509 -0.15 -0.27 -0.55
H -1.146 -5.681 1.353 -0.75 0.01 0.62
H 0.443 -5.896 1.084 1.00 0.45 0.01
H -1.649 -3.923 0.091 -0.59 0.61 -0.87
H -0.113 -4.130 -0.729 0.32 -0.15 -0.08
H -0.448 -2.512 -0.125 -0.48 -0.05 0.02
C 1.972 2.212 4.585 0.52 -0.46 -0.36
O 1.358 1.398 3.606 -0.71 0.39 -0.70
C 0.695 0.220 4.016 -0.06 0.36 1.27
C -0.137 0.307 5.355 0.95 -0.62 0.28
O 0.580 0.543 6.588 0.49 0.49 -0.50
C 1.457 -0.474 7.081 -1.02 -0.16 -0.68
H 1.231 2.765 5.162 0.23 -0.03 0.23
H 2.637 2.877 4.033 -0.26 0.27 0.00
H 2.632 1.590 5.190 -0.15 0.10 0.53
H 1.445 -0.570 4.033 -0.01 -0.36 0.42
H 0.015 -0.030 3.202 -0.24 -0.05 0.10
H -0.674 -0.627 5.518 -0.16 -0.26 -0.48
H -0.894 1.089 5.306 0.20 0.15 -0.08
H 0.858 -1.332 7.388 -0.10 -0.18 0.28
H 2.002 -0.084 7.940 -0.07 0.11 -0.22
H 2.132 -0.869 6.321 0.31 0.30 -0.11
Cl 3.258 6.495 -1.440 -0.06 -0.13 -0.19
C 2.713 5.160 -0.380 -0.45 -0.13 0.24
C 3.094 3.809 -1.020 0.25 0.19 0.64
Cl 2.675 2.364 -0.012 -0.12 0.55 -0.02
H 1.640 5.276 -0.225 -0.11 -0.23 -0.50
H 3.107 5.419 0.603 0.52 -0.72 -0.16
H 4.177 3.738 -1.124 -0.15 0.17 -0.21
H 2.595 3.641 -1.974 0.06 0.33 0.12
Cl -0.179 5.435 5.291 -0.18 -0.36 0.17
C -0.377 5.185 3.549 -0.10 0.73 -0.60
C 0.435 6.204 2.809 0.55 0.48 -0.18
Cl 2.186 6.023 3.137 0.04 0.00 -0.16
H -1.393 5.457 3.264 -0.25 -0.55 0.28
H -0.111 4.178 3.226 -0.10 -0.04 0.38
H 0.175 7.219 3.109 -0.02 -0.12 0.09
H 0.277 6.132 1.733 0.06 -0.21 0.03
Cl -1.590 3.230 0.167 0.18 0.40 0.43
C -0.855 1.934 1.176 -0.68 0.16 -0.03
C -1.392 0.644 0.599 0.22 -1.14 0.32
Cl -0.681 0.274 -0.962 0.62 -0.08 -1.10
H -1.152 2.041 2.219 -0.38 0.12 -0.10
H 0.222 2.106 1.175 -0.05 -0.58 -0.38
H -2.459 0.559 0.394 -0.06 0.85 0.46
H -1.165 -0.254 1.175 0.24 0.29 0.54
Cl -3.917 3.118 -2.532 -0.83 0.87 0.70
C -2.435 3.202 -3.485 0.44 0.94 1.35
C -2.433 1.968 -4.256 0.75 -1.43 -1.29
Cl -3.846 1.780 -5.374 0.50 0.11 0.04
H -1.637 3.192 -2.743 0.19 -0.45 -0.07
H -2.257 4.156 -3.982 -0.75 -0.24 -0.49
H -2.477 1.110 -3.585 -0.09 0.09 0.00
H -1.510 1.887 -4.829 -0.16 0.07 -0.26
```
Forces are in eV/Å.

LUMO in eV: 0.44
Frontier orbital gap in eV: 9.75

Computed, not measured: a structure of composition C24H29O3RuSSi, with ωB97M-V with the def2-TZVPD basis set.

Geometry as XYZ:
```
59
Properties=species:S:1:pos:R:3:forces:R:3
Ru -0.387 -0.544 -0.258 -0.73 0.91 1.21
C -0.156 -0.558 3.166 -0.07 -0.13 0.03
O -0.144 0.283 2.022 0.04 -0.44 -0.37
C 0.036 1.644 2.351 0.05 0.15 -0.12
C -0.490 2.437 1.188 -0.14 0.06 -0.08
O 0.095 2.017 -0.028 -0.07 0.12 -0.33
C 1.395 2.479 -0.329 0.07 -0.13 0.03
C 2.389 1.342 -0.244 -0.02 -0.03 -0.01
O 1.910 0.282 -1.057 -0.16 -0.39 0.29
C 2.862 -0.775 -1.192 0.11 0.13 -0.03
H -0.976 -0.277 3.834 -0.01 0.01 -0.05
H 0.790 -0.491 3.713 0.04 0.02 -0.04
H -0.304 -1.577 2.824 0.01 0.00 0.04
H 1.097 1.846 2.546 0.01 -0.02 0.05
H -0.539 1.911 3.243 0.01 -0.09 0.05
H -0.345 3.508 1.357 0.02 0.05 -0.06
H -1.550 2.214 1.073 -0.06 0.07 -0.02
H 1.701 3.284 0.344 0.00 0.04 0.01
H 1.375 2.861 -1.350 -0.01 0.04 -0.04
H 2.507 0.994 0.790 0.00 -0.04 0.01
H 3.362 1.681 -0.611 0.07 0.01 -0.01
H 3.770 -0.406 -1.678 -0.03 0.04 0.00
H 2.407 -1.546 -1.805 -0.04 0.02 -0.02
H 3.128 -1.193 -0.216 -0.05 0.01 -0.03
S -2.539 -0.062 -0.434 1.58 -0.79 0.24
C -4.206 -4.916 1.386 0.01 0.03 0.00
C -3.271 -5.612 0.632 0.01 -0.04 0.01
C -2.051 -5.025 0.323 0.07 0.00 -0.02
C -1.743 -3.733 0.755 0.14 0.18 0.14
C -2.698 -3.047 1.510 -0.02 -0.18 -0.01
C -3.918 -3.631 1.827 0.00 0.00 0.01
Si -0.109 -2.881 0.311 -0.79 0.26 -1.26
C 0.268 -3.244 -1.523 0.05 -0.43 0.14
C -0.608 -2.743 -2.497 0.09 -0.08 0.01
C -0.325 -2.871 -3.852 -0.03 0.02 0.01
C 0.831 -3.520 -4.265 0.00 0.01 0.05
C 1.703 -4.039 -3.315 0.06 -0.01 -0.04
C 1.428 -3.896 -1.962 -0.07 0.06 -0.01
C 1.295 -3.669 1.304 0.07 0.61 0.21
C 1.438 -5.051 1.434 -0.06 -0.02 0.00
C 2.485 -5.593 2.165 0.03 -0.03 0.00
C 3.412 -4.765 2.785 -0.02 0.06 -0.01
C 3.291 -3.387 2.668 -0.01 0.01 -0.02
C 2.241 -2.851 1.934 -0.01 -0.16 -0.07
H -5.162 -5.370 1.616 0.02 0.01 0.00
H -3.496 -6.612 0.279 0.01 0.03 -0.01
H -1.339 -5.573 -0.288 -0.06 0.02 0.01
H -2.501 -2.028 1.817 -0.05 0.03 -0.01
H -4.651 -3.073 2.399 0.04 -0.04 -0.02
H -1.536 -2.271 -2.192 -0.05 0.09 0.04
H -1.015 -2.469 -4.585 0.02 -0.02 0.02
H 1.048 -3.627 -5.321 0.01 0.00 0.01
H 2.602 -4.557 -3.634 -0.04 0.03 0.02
H 2.127 -4.290 -1.231 -0.02 -0.02 -0.04
H 0.719 -5.715 0.962 0.04 0.03 0.05
H 2.579 -6.669 2.255 -0.01 0.01 0.00
H 4.224 -5.191 3.361 -0.01 -0.01 -0.02
H 4.010 -2.733 3.147 -0.01 -0.03 0.00
H 2.149 -1.772 1.840 0.00 0.00 0.05
```
Forces are in eV/Å.

Multiplicity: 2
LUMO (spin up / spin down) in eV: -0.16 / -0.26
Frontier orbital gap (spin up / spin down) in eV: 6.61 / 6.29

Computed, not measured: a structure of composition C2H5N2P, with ωB97M-V with the def2-TZVPD basis set.

Geometry as XYZ:
```
10
Properties=species:S:1:pos:R:3:forces:R:3
C -0.182 -1.669 0.190 3.59 1.90 -0.32
C -0.720 0.603 0.093 0.66 -0.20 -0.66
N -1.030 -0.804 0.147 -1.48 1.03 0.56
N 0.794 0.858 0.368 -1.60 -0.84 -2.15
P 1.882 -0.416 0.032 -2.57 -1.39 0.60
H -0.418 -2.664 0.036 -0.09 -2.18 0.03
H -0.961 0.791 -0.974 0.68 0.49 0.42
H -1.536 1.135 0.632 1.38 0.10 0.32
H 1.108 1.215 1.225 -0.47 0.83 1.55
H 1.710 -0.601 -1.352 -0.10 0.27 -0.33
```
Forces are in eV/Å.

LUMO in eV: 0.81
Frontier orbital gap in eV: 9.24

Computed, not measured: the molecule C5H10N2O, with ωB97M-V with the def2-TZVPD basis set.

Geometry as XYZ:
```
18
Properties=species:S:1:pos:R:3:forces:R:3
H -1.201 -2.954 1.066 -0.20 0.08 -0.08
N -0.817 -2.013 1.023 0.45 -0.03 0.32
C -1.317 -1.281 0.115 -0.07 -0.65 -0.72
N -2.310 -1.582 -0.758 -0.22 0.05 -0.31
C -0.781 0.123 -0.082 -1.33 1.43 1.60
O -1.265 0.848 -0.931 0.50 -0.64 -0.02
C 0.166 0.615 0.997 0.06 -0.08 -0.83
C 1.531 0.520 0.311 -0.20 -1.02 -0.71
C 1.803 1.670 -0.643 -0.04 -0.11 0.04
H -2.538 -0.896 -1.461 0.04 -0.06 0.06
H -2.668 -2.515 -0.853 0.06 0.06 0.08
H 0.123 -0.057 1.850 -0.06 0.17 -0.02
H -0.062 1.649 1.255 -0.16 -0.06 0.05
H 2.315 0.432 1.064 0.07 -0.24 -0.20
H 1.425 -0.434 -0.303 0.95 0.83 0.81
H 1.848 2.613 -0.100 0.04 0.13 0.01
H 2.743 1.520 -1.168 0.09 0.06 -0.04
H 1.005 1.742 -1.380 0.01 0.10 -0.05
```
Forces are in eV/Å.

LUMO in eV: 0.45
Frontier orbital gap in eV: 10.05

Computed, not measured: a structure of composition C3H4KMgO3, with ωB97M-V with the def2-TZVPD basis set.

Geometry as XYZ:
```
12
Properties=species:S:1:pos:R:3:forces:R:3
H 0.316 2.327 0.197 -0.04 -0.25 0.25
C -0.045 1.283 0.134 0.88 -0.18 0.44
C 0.808 0.434 1.033 -0.24 0.63 0.41
O 0.799 -0.933 0.895 0.17 -0.14 -1.40
C -0.330 -1.762 1.284 -0.54 0.08 1.59
O -0.647 -2.279 -0.053 0.38 0.01 -1.67
Mg 0.503 -1.096 -1.287 -0.31 0.85 1.25
O -0.028 0.804 -1.182 -0.42 -0.31 -1.45
H -1.091 1.307 0.514 0.05 -0.33 -0.15
H 0.999 0.760 2.061 0.02 0.10 -0.28
H -1.233 -3.037 -0.012 -0.03 0.01 0.26
K -0.051 2.192 -3.585 0.07 -0.47 0.74
```
Forces are in eV/Å.

Multiplicity: 2
LUMO (spin up / spin down) in eV: -1.23 / -1.23
Frontier orbital gap (spin up / spin down) in eV: 3.33 / 3.30

Computed, not measured: a cluster of 2 separate species, C5H6N2 in total, with ωB97M-V with the def2-TZVPD basis set.

Geometry as XYZ:
```
13
Properties=species:S:1:pos:R:3:forces:R:3
C 0.087 -1.954 1.194 0.17 -0.12 0.26
C -0.513 1.327 -1.094 -2.39 -1.33 -1.69
C 0.334 1.369 0.030 4.75 0.34 2.31
N -0.665 2.309 -1.889 -0.31 0.56 -0.33
N 1.357 1.430 0.629 -3.05 -0.38 -1.51
C -0.989 0.008 -1.295 1.95 2.85 0.73
C -1.783 -0.897 -1.513 -1.45 -2.10 -0.32
H -0.426 3.233 -1.557 0.47 0.07 0.31
H 2.264 0.998 0.723 -0.03 0.05 0.38
H -0.395 -1.071 1.588 -0.16 0.23 0.10
H 0.692 -2.413 1.966 0.13 -0.09 0.19
H 0.708 -1.693 0.350 0.14 0.05 -0.29
H -0.672 -2.646 0.867 -0.21 -0.13 -0.16
```
Forces are in eV/Å.

LUMO (spin up / spin down) in eV: -2.36 / -2.36
Frontier orbital gap (spin up / spin down) in eV: 6.53 / 6.52

Electronic energy for the records above, in order: -59830.153; -7324.688; -159157.133; -52792.544; -14421.493; -10374.745; -31081.193; -8254.850 eV
Energy relative to the best compared isomer or geometry (same formula, charge and spin) for the records above, in order: 24.9; 106.0; 2.9; 34.3; 39.1; 12.9; 88.8; 173.1 kcal/mol